{
  "formula": "C2H4NO2",
  "method": "wB97M-V/def2-TZVPD",
  "de_lowest_ev": 1.3090,
  "total_charge": -1,
  "orbital_gap_ha": 0.3086,
  "e_homo_ha": -0.144,
  "lumo_ev": 4.468,
  "multiplicity": 1,
  "symbols": ["N", "C", "C", "O", "O", "H", "H", "H", "H"],
  "xyz": [[0.6959, 0.9656, -0.8265], [0.4208, -0.0050, 0.2635], [-1.0670, -0.5347, 0.4265], [-1.1114, -1.5385, 1.2482], [-2.0403, 0.2977, 0.0868], [1.4870, 0.3588, -1.3004], [-0.1300, 0.9073, -1.5471], [1.1874, -0.8762, 0.3225], [0.5575, 0.4251, 1.3265]],
  "lowdin_charge": [-0.084, -0.293, -0.651, -0.162, -0.169, 0.071, 0.083, 0.101, 0.105]
}

=====

{
  "formula": "C4H6N2O3",
  "method": "wB97M-V/def2-TZVPD",
  "de_lowest_ev": 4.1227,
  "orbital_gap_ha": 0.3055,
  "e_homo_ha": -0.324,
  "lumo_ev": -0.506,
  "multiplicity": 1,
  "symbols": ["C", "C", "C", "N", "O", "O", "C", "O", "N", "H", "H", "H", "H", "H", "H"],
  "xyz": [[-0.9006, -0.6955, 0.1533], [0.4048, -1.0995, 0.5189], [-0.5913, 1.1248, -0.7016], [1.1765, -0.4431, 1.3805], [-0.3027, 1.7803, 0.4858], [-1.5325, -1.4951, -0.7774], [0.8705, 0.7666, -1.5281], [-1.5255, 1.4862, -1.4048], [1.8511, 0.2411, -1.8674], [0.5588, 2.2401, 0.4516], [-2.1053, -0.9009, -1.2984], [-1.5572, -0.3977, 0.9746], [0.8905, -1.8734, -0.0695], [2.0645, -0.8772, 1.6180], [0.6984, 0.1432, 2.0644]],
  "lowdin_charge": [-0.269, -0.108, -0.574, 0.146, 0.005, -0.020, -0.100, 0.045, 0.097, 0.120, 0.106, 0.149, 0.147, 0.129, 0.128]
}

=====

{
  "formula": "C48H53N5O5S2SiY",
  "method": "wB97M-V/def2-TZVPD",
  "total_charge": -1,
  "orbital_gap_ha": 0.2646,
  "e_homo_ha": -0.181,
  "lumo_ev": 2.277,
  "multiplicity": 1,
  "symbols": ["Y", "C", "C", "N", "C", "C", "S", "C", "C", "N", "H", "H", "H", "H", "H", "H", "H", "H", "H", "H", "H", "H", "H", "H", "C", "C", "C", "C", "C", "C", "C", "C", "N", "C", "O", "C", "C", "C", "C", "C", "N", "C", "O", "N", "C", "C", "C", "C", "C", "C", "C", "C", "H", "H", "H", "H", "H", "H", "H", "H", "H", "H", "H", "H", "H", "H", "H", "H", "H", "H", "H", "H", "H", "C", "C", "C", "C", "C", "C", "Si", "C", "C", "C", "C", "C", "C", "C", "C", "C", "C", "C", "C", "H", "H", "H", "H", "H", "H", "H", "H", "H", "H", "H", "H", "H", "H", "H", "C", "S", "O", "O", "O", "H", "H", "H"],
  "xyz": [[0.9330, 0.0150, -0.4993], [-2.8725, -0.4235, -1.4444], [-2.1927, -1.5195, -2.2458], [-0.8179, -1.8262, -1.8199], [-0.6293, -3.2599, -1.6040], [-1.4117, -3.8957, -0.4652], [-1.3013, -3.0955, 1.1549], [-3.0437, -2.7100, 1.4289], [-3.7050, -1.8157, 0.3881], [-2.8769, -0.7094, -0.0294], [-2.3541, 0.5219, -1.6051], [-3.8874, -0.2942, -1.8664], [-2.7826, -2.4331, -2.1350], [-2.2351, -1.2771, -3.3087], [-0.1465, -1.5297, -2.5242], [-0.8986, -3.8338, -2.5106], [0.4263, -3.4057, -1.4342], [-2.4682, -3.9753, -0.7131], [-1.0395, -4.9188, -0.3719], [-3.6191, -3.6366, 1.5199], [-3.0627, -2.2420, 2.4091], [-3.9449, -2.4238, -0.4861], [-4.6785, -1.4891, 0.7877], [-3.0245, 0.1233, 0.5230], [-1.5488, 0.4694, -4.7713], [-1.8473, 1.6615, -3.9095], [-3.0158, 2.3697, -4.1419], [-3.2751, 3.5624, -3.4798], [-2.3371, 4.0598, -2.6006], [-1.1626, 3.3611, -2.3256], [-0.1542, 3.9773, -1.4067], [-0.9442, 2.1237, -2.9314], [0.2070, 1.3359, -2.5804], [1.0852, 1.3971, -3.6038], [1.0337, 2.1243, -4.6008], [2.2532, 0.4591, -3.5024], [3.3374, 0.5834, -4.3612], [4.4122, -0.2676, -4.1893], [4.3841, -1.1930, -3.1581], [3.2552, -1.2479, -2.3545], [2.1934, -0.4685, -2.5519], [3.2470, -2.1885, -1.1658], [4.2943, -2.8213, -0.9741], [2.1080, -2.2381, -0.4562], [2.0444, -3.4562, 0.3029], [1.7554, -3.4555, 1.6692], [1.6463, -2.1831, 2.4356], [1.5544, -4.6590, 2.3373], [1.6370, -5.8690, 1.6838], [1.9412, -5.8757, 0.3332], [2.1544, -4.6985, -0.3704], [2.4960, -4.8391, -1.8310], [-2.4693, -0.0010, -5.1214], [-0.9482, -0.2737, -4.2514], [-0.9650, 0.7842, -5.6366], [-3.7172, 1.9913, -4.8751], [-4.1917, 4.1064, -3.6704], [-2.5101, 5.0032, -2.0964], [0.2560, 4.8868, -1.8520], [0.6820, 3.3075, -1.2188], [-0.5941, 4.2463, -0.4455], [3.2937, 1.3512, -5.1184], [5.2785, -0.1934, -4.8356], [5.2038, -1.8564, -2.9285], [2.4905, -1.5246, 2.2493], [1.5858, -2.3762, 3.5070], [0.7431, -1.6201, 2.1830], [1.3107, -4.6211, 3.3918], [1.4631, -6.7955, 2.2151], [2.0158, -6.8151, -0.2014], [2.0488, -5.7527, -2.2279], [3.5765, -4.8818, -1.9691], [2.1401, -4.0040, -2.4357], [1.8167, 5.6263, 2.9786], [0.8343, 5.0364, 3.7633], [0.2192, 3.8704, 3.3415], [0.5424, 3.2521, 2.1279], [1.5461, 3.8574, 1.3778], [2.1773, 5.0247, 1.7855], [-0.3801, 1.6646, 1.5658], [-0.3538, 0.6375, 3.1718], [-1.4175, -0.2113, 3.4696], [-1.4077, -1.0496, 4.5730], [-0.3217, -1.0395, 5.4344], [0.7367, -0.1791, 5.1802], [0.7190, 0.6428, 4.0654], [-2.2096, 2.2945, 1.5685], [-2.9298, 2.5766, 2.7374], [-4.2305, 3.0459, 2.7094], [-4.8733, 3.2566, 1.4960], [-4.1945, 2.9875, 0.3219], [-2.8893, 2.5098, 0.3748], [2.3070, 6.5349, 3.3040], [0.5534, 5.4825, 4.7098], [-0.5247, 3.4267, 3.9914], [1.8767, 3.4089, 0.4495], [2.9657, 5.4441, 1.1760], [-2.2804, -0.2061, 2.8175], [-2.2480, -1.7071, 4.7640], [-0.3036, -1.6887, 6.2999], [1.5883, -0.1559, 5.8485], [1.5636, 1.2900, 3.8734], [-2.4740, 2.3998, 3.7029], [-4.7490, 3.2474, 3.6385], [-5.8911, 3.6235, 1.4707], [-4.6638, 3.1446, -0.6406], [-2.3876, 2.3100, -0.5590], [4.8027, -0.3145, 1.1640], [3.6394, 0.9770, 0.8075], [4.2597, 2.2034, 1.2204], [2.3720, 0.6153, 1.4825], [3.2743, 0.9080, -0.6312], [5.7962, 0.1058, 1.0516], [4.6734, -1.1738, 0.5131], [4.6512, -0.6105, 2.1975]],
  "lowdin_charge": [1.517, -0.212, -0.196, -0.077, -0.278, -0.423, 0.940, -0.462, -0.277, -0.054, 0.081, 0.129, 0.098, 0.088, 0.070, 0.130, 0.051, 0.061, 0.077, 0.076, 0.041, 0.094, 0.121, 0.073, -0.052, -0.220, -0.059, -0.096, -0.069, -0.228, -0.036, -0.227, 0.019, -0.508, 0.033, -0.182, 0.016, -0.032, 0.015, -0.198, 0.043, -0.545, 0.004, 0.040, -0.204, -0.256, -0.063, -0.076, -0.096, -0.068, -0.217, -0.048, 0.080, 0.052, 0.089, 0.103, 0.095, 0.116, 0.095, 0.044, 0.078, 0.116, 0.107, 0.117, 0.053, 0.082, 0.025, 0.108, 0.094, 0.103, 0.079, 0.085, 0.071, -0.107, -0.100, -0.107, -0.282, -0.138, -0.085, 0.696, -0.317, -0.141, -0.098, -0.111, -0.100, -0.110, -0.287, -0.109, -0.096, -0.106, -0.083, -0.142, 0.091, 0.092, 0.088, 0.070, 0.102, 0.080, 0.095, 0.092, 0.098, 0.101, 0.091, 0.094, 0.092, 0.095, 0.060, -0.108, 0.436, -0.292, -0.479, -0.397, 0.066, 0.041, 0.069]
}